<P>
DFT (ωB97M-V/def2-TZVPD) results for the ion C6H14NO with charge +1.

Calculated values
**Total charge**: +1
**SMILES**: C=C(C)C[C@H]([NH3+])CO
**Gap between HOMO and LUMO**: 9.27 eV
**E_LUMO**: -3.48 eV

Atoms and positions in Å:
1 C 1.053 -1.566 0.472
2 O 1.741 -1.849 -0.738
3 C 0.781 -0.029 0.427
4 C -0.331 0.213 -0.553
5 C -1.578 0.888 -0.091
6 C -2.120 1.837 -0.861
7 C -2.337 0.267 1.044
8 N 2.204 0.588 0.200
9 H 0.129 -2.131 0.522
10 H 1.653 -1.745 1.373
11 H 1.274 -2.564 -1.179
12 H 0.685 0.221 1.494
13 H -0.762 -0.765 -0.919
14 H 0.171 0.736 -1.389
15 H -1.815 2.559 -1.610
16 H -3.185 1.994 -0.702
17 H -3.220 0.845 1.242
18 H -1.619 0.153 1.851
19 H -2.750 -0.738 0.947
20 H 2.996 -0.046 0.340
21 H 2.298 0.772 -0.808
22 H 2.303 1.462 0.711

=====

<Q>
DFT (ωB97M-V/def2-TZVPD) results for the ion C6H14NO with charge +1.

Calculated values
**Total charge**: +1
**SMILES**: C=CCC[C@@H]([NH3+])CO
**Gap between HOMO and LUMO**: 10.73 eV
**E_LUMO**: -3.08 eV

Atoms and positions in Å:
1 C -0.224 -0.643 -2.183
2 O -1.521 -0.235 -2.656
3 C -0.354 -0.613 -0.629
4 C 1.088 -0.673 -0.077
5 C 1.166 -0.623 1.483
6 C 0.261 1.424 2.698
7 C 1.184 0.724 2.107
8 N -1.092 0.640 -0.160
9 H -0.012 -1.749 -2.466
10 H 0.438 0.085 -2.638
11 H -1.931 -0.565 -3.386
12 H -1.120 -1.495 -0.402
13 H 1.724 0.049 -0.497
14 H 1.430 -1.657 -0.432
15 H 2.052 -1.324 1.753
16 H 0.447 -1.229 2.006
17 H 0.410 2.363 3.211
18 H -0.816 1.232 2.686
19 H 2.225 1.313 2.137
20 H -1.954 0.733 -0.574
21 H -0.427 1.418 -0.212
22 H -1.374 0.652 0.782

=====

Most stable = <P>

=====

<P>
DFT (ωB97M-V/def2-TZVPD) results for a structure of composition C5H10NO2.

Calculated values
**Total charge**: -1
**Gap between HOMO and LUMO**: 7.37 eV
**E_LUMO**: 3.90 eV

Atoms and positions in Å:
1 C 0.490 0.842 2.875
2 C 0.423 0.954 1.374
3 N -0.220 -0.086 0.833
4 C -1.574 0.107 -1.148
5 C -0.164 -0.144 -0.606
6 C 0.346 -1.466 -1.164
7 O -0.182 -1.834 -2.545
8 O 1.045 1.882 0.799
9 H 0.162 -0.153 3.214
10 H 1.581 0.952 3.147
11 H -0.062 1.664 3.346
12 H 0.631 -1.211 -2.488
13 H -1.535 0.074 -2.226
14 H -2.281 -0.584 -0.709
15 H -1.978 1.073 -0.706
16 H 0.580 0.671 -0.889
17 H -0.155 -2.186 -0.511
18 H 1.402 -1.683 -0.919

=====

<Q>
DFT (ωB97M-V/def2-TZVPD) results for the ion C5H10NO2 with charge -1.

Calculated values
**Total charge**: -1
**SMILES**: O=CCCCNC[O-]
**Gap between HOMO and LUMO**: 6.13 eV
**E_LUMO**: 3.47 eV

Atoms and positions in Å:
1 C 0.686 -0.752 0.452
2 N 1.597 0.139 -0.245
3 C 1.645 0.007 -1.832
4 O 2.684 -0.756 -2.169
5 C -0.806 -0.458 0.052
6 C -1.126 0.951 0.599
7 C -2.239 0.637 1.566
8 O -3.317 1.187 1.562
9 H 0.885 -1.850 0.279
10 H 0.754 -0.570 1.524
11 H 2.543 -0.176 -0.059
12 H 0.643 -0.364 -2.108
13 H 1.897 1.035 -2.179
14 H -0.847 -0.562 -1.024
15 H -1.282 -1.372 0.434
16 H -1.428 1.602 -0.213
17 H -0.245 1.440 1.000
18 H -2.045 -0.138 2.359

=====

<R>
DFT (ωB97M-V/def2-TZVPD) results for a structure of composition C5H10NO2.

Calculated values
**Total charge**: -1
**Gap between HOMO and LUMO**: 6.50 eV
**E_LUMO**: 3.13 eV

Atoms and positions in Å:
1 C 1.532 -0.407 0.384
2 N 0.589 -0.846 -0.595
3 C 0.600 -1.289 1.335
4 C -0.088 1.275 -1.608
5 C -0.522 -0.022 -0.902
6 C -1.443 0.424 0.346
7 O -2.118 -0.576 0.907
8 O 1.802 0.823 0.670
9 H 2.482 -0.987 0.343
10 H 0.837 -0.976 2.358
11 H 1.027 -2.298 1.266
12 H -0.494 -1.464 1.305
13 H 0.747 1.113 -2.291
14 H -0.971 1.739 -2.042
15 H 0.335 1.868 -0.792
16 H -1.259 -0.581 -1.486
17 H -2.117 1.079 -0.236
18 H -0.938 1.125 1.041

=====

<S>
DFT (ωB97M-V/def2-TZVPD) results for a cluster of 2 separate species, C5H10NO2 in total.

Calculated values
**Total charge**: -1
**Gap between HOMO and LUMO**: 2.42 eV
**E_LUMO**: -0.05 eV

Atoms and positions in Å:
1 C 0.216 1.472 -2.661
2 C 0.521 2.621 -3.343
3 N -1.775 -1.195 1.824
4 C -1.904 -0.014 2.574
5 C -0.662 -1.961 2.101
6 C 0.747 -1.505 1.286
7 O 1.685 -2.254 1.742
8 O 1.319 2.911 -4.267
9 H -0.505 1.369 -1.862
10 H 0.753 0.553 -2.939
11 H 0.220 3.551 -2.721
12 H -1.991 -0.207 3.767
13 H -1.147 0.805 2.501
14 H -2.906 0.396 2.233
15 H -0.772 -3.032 2.045
16 H -0.367 -1.829 3.151
17 H 0.473 -1.489 0.180
18 H 0.824 -0.413 1.530

=====

Most stable = <P>

=====

<P>
DFT (ωB97M-V/def2-TZVPD) results for a structure of composition C3H8N2S2.

Calculated values
**Gap between HOMO and LUMO**: 8.79 eV
**E_LUMO**: 0.09 eV

Atoms and positions in Å:
1 C 2.853 0.045 0.358
2 C -0.422 -0.580 0.149
3 C -1.496 2.115 0.063
4 H 2.301 0.637 1.124
5 H 3.843 0.383 -0.112
6 H 3.202 -0.867 1.043
7 H 1.350 0.383 -0.929
8 H 0.928 -2.229 -0.224
9 H -1.990 1.432 0.790
10 H -2.207 2.402 -0.977
11 H -1.023 3.215 0.572
12 N 1.943 -0.614 -0.620
13 N 0.758 -1.264 0.100
14 S -2.033 -1.313 0.035
15 S 0.100 1.207 -0.102

=====

<Q>
DFT (ωB97M-V/def2-TZVPD) results for an isolated molecule of C3H8N2S2.

Calculated values
**SMILES**: C[C@]1(S)NNCS1
**Gap between HOMO and LUMO**: 9.27 eV
**E_LUMO**: 0.71 eV

Atoms and positions in Å:
1 C 1.947 -0.419 -0.086
2 C -0.643 -0.286 0.004
3 C -1.297 1.450 -0.282
4 N 1.348 -0.919 1.095
5 N 0.101 -0.307 1.263
6 S 0.474 -0.566 -1.364
7 S -2.151 -1.341 0.020
8 H 1.996 0.658 -0.193
9 H 2.749 -0.923 -0.549
10 H -0.684 2.187 0.217
11 H -2.240 1.455 0.046
12 H -1.235 1.605 -1.418
13 H 1.411 -2.012 1.100
14 H 0.469 0.621 1.376
15 H -2.244 -1.202 -1.231

=====

Most stable = <Q>

=====

<P>
DFT (ωB97M-V/def2-TZVPD) results for a cluster of 2 separate species, C3H5IO in total.

Calculated values
**Gap between HOMO and LUMO (spin up / spin down)**: 8.37 / 8.37 eV
**E_LUMO (spin up / spin down)**: 0.29 / 0.29 eV

Atoms and positions in Å:
1 C 0.970 -2.109 0.224
2 C -0.146 0.747 0.261
3 C -0.145 -0.286 -0.780
4 O 0.667 -2.509 1.298
5 I 0.997 0.249 -2.529
6 H 1.542 -2.498 -0.523
7 H 0.808 1.273 0.460
8 H -0.742 1.584 0.171
9 H -0.420 0.254 1.210
10 H -1.001 -0.902 -0.872

=====

<Q>
DFT (ωB97M-V/def2-TZVPD) results for a structure of composition C3H5IO.

Calculated values
**Gap between HOMO and LUMO**: 8.40 eV
**E_LUMO**: -0.50 eV

Atoms and positions in Å:
1 C 0.888 -0.102 -1.287
2 C -0.430 0.298 1.367
3 C -1.560 0.352 0.695
4 O -2.410 0.561 -0.078
5 I -0.481 -1.435 2.594
6 H 0.141 -0.795 -1.347
7 H 0.538 0.853 -0.993
8 H 0.326 0.887 1.768
9 H 1.563 0.009 -2.221
10 H 1.425 -0.629 -0.496

=====

Most stable = <Q>

=====

<P>
DFT (ωB97M-V/def2-TZVPD) results for a cluster of 2 separate species, C8H21N2O in total.

Calculated values
**Total charge**: +1
**Gap between HOMO and LUMO (spin up / spin down)**: 6.91 / 8.55 eV
**E_LUMO (spin up / spin down)**: -4.40 / -3.88 eV

Atoms and positions in Å:
1 C -1.966 1.455 0.503
2 C -2.018 -0.219 -1.383
3 C -2.789 -0.878 0.916
4 C 1.443 2.703 -0.130
5 C 2.061 -1.320 1.240
6 C 1.379 -2.042 -0.971
7 C 1.516 0.295 -0.494
8 C -1.759 -0.022 0.123
9 N 1.903 1.376 0.184
10 N 2.104 -1.003 -0.206
11 O -0.546 -0.505 0.508
12 H -1.602 1.630 1.512
13 H -1.434 2.102 -0.191
14 H -3.020 1.710 0.464
15 H -1.987 -1.275 -1.641
16 H -1.264 0.309 -1.965
17 H -2.994 0.176 -1.648
18 H -2.792 -0.572 1.959
19 H -3.777 -0.746 0.485
20 H -2.510 -1.928 0.861
21 H 2.227 3.415 0.127
22 H 1.217 2.783 -1.191
23 H 0.547 2.951 0.443
24 H 1.037 -1.140 1.569
25 H 2.319 -2.364 1.396
26 H 2.763 -0.705 1.800
27 H 0.336 -1.979 -0.644
28 H 1.448 -1.851 -2.039
29 H 1.789 -3.025 -0.755
30 H 1.086 0.420 -1.473
31 H 2.194 1.259 1.146
32 H 3.091 -1.010 -0.503

=====

<Q>
DFT (ωB97M-V/def2-TZVPD) results for the ion C8H21N2O with charge +1.

Calculated values
**Total charge**: +1
**SMILES**: CN[C@H](O)[C@H](C(C)C)[NH+](C)C
**Gap between HOMO and LUMO**: 10.71 eV
**E_LUMO**: -2.44 eV

Atoms and positions in Å:
1 C 2.790 -0.021 -0.251
2 C 1.674 2.144 0.638
3 C 0.246 -1.555 -1.583
4 C 0.414 -2.338 0.699
5 C -3.516 0.252 0.111
6 C 1.539 0.863 -0.211
7 C 0.363 0.028 0.283
8 C -1.238 1.023 0.357
9 N -0.082 -1.272 -0.231
10 N -2.258 0.091 0.796
11 O -1.399 1.486 -0.951
12 H 2.870 -0.724 -1.077
13 H 2.887 -0.638 0.635
14 H 3.766 0.389 -0.259
15 H 0.737 2.777 0.772
16 H 2.161 1.932 1.555
17 H 2.335 2.753 -0.055
18 H 1.295 -2.019 -1.776
19 H -0.360 -2.319 -2.013
20 H 0.012 -0.773 -2.213
21 H 1.423 -2.064 0.918
22 H -0.117 -2.328 1.748
23 H 0.179 -3.298 0.202
24 H -3.341 -0.106 -0.900
25 H -4.286 -0.167 0.689
26 H -3.833 1.286 0.094
27 H 1.311 1.317 -1.195
28 H 0.527 -0.172 1.355
29 H -0.952 1.946 1.077
30 H -1.113 -1.127 -0.013
31 H -2.462 0.212 1.771
32 H -1.572 2.419 -0.975

=====

Most stable = <Q>